33
Properties=species:S:1:pos:R:3:forces:R:3 method="wB97M-V/def2-TZVPD" e_lumo_ha=-0.036 energy_ev=-19909.3956 spin_multiplicity=1 smiles="CCC[C@H](C)c1ccc2c(c1)C(=O)C=CC2=O"
C -1.868207 2.775398 1.290721 0.46 0.05 -0.33
C -0.346227 2.679001 1.124836 -0.37 0.56 -0.33
C 0.057570 2.690796 -0.368035 0.37 -0.32 0.65
C 1.164242 1.711647 -0.771143 -0.25 -0.06 -0.72
C 1.291037 1.709978 -2.314511 -0.24 -0.32 0.53
C 0.947078 0.284234 -0.335094 0.18 -0.37 0.26
C 2.066551 -0.549157 -0.189524 -0.30 -0.32 0.14
C 1.951466 -1.891985 0.164480 -0.29 0.75 -0.11
C 0.682831 -2.430751 0.360202 0.40 0.35 -0.14
C -0.437125 -1.616810 0.213202 0.11 0.30 -0.10
C -0.314675 -0.268956 -0.118764 0.45 -0.17 0.02
C -1.777958 -2.214352 0.417529 0.30 -0.23 -0.02
O -2.752385 -1.567192 0.701422 -0.56 0.44 -0.03
C -1.852383 -3.682421 0.261934 0.16 -0.61 -0.08
C -0.779682 -4.462531 0.393332 -0.42 0.30 -0.12
C 0.532815 -3.860436 0.715485 -0.43 0.24 -0.15
O 1.410195 -4.486280 1.247389 0.65 -0.54 0.18
H -2.183097 2.642661 2.319533 -0.09 -0.08 0.12
H -2.355614 2.049395 0.645809 -0.23 -0.22 0.14
H -2.193880 3.757498 0.952955 -0.13 0.11 0.02
H 0.063382 3.579298 1.576605 0.30 -0.08 0.29
H 0.055674 1.822420 1.654451 0.05 -0.20 0.02
H 0.428818 3.683888 -0.604434 -0.15 0.19 -0.29
H -0.818026 2.498311 -0.985263 -0.13 0.03 -0.13
H 2.125245 2.045395 -0.386084 0.10 0.04 0.32
H 1.631426 2.671293 -2.682023 0.05 0.13 -0.14
H 0.312127 1.476716 -2.727941 -0.12 0.11 -0.20
H 1.952613 0.911827 -2.638515 0.28 0.09 -0.11
H 3.053411 -0.139011 -0.353925 0.08 0.09 -0.02
H 2.837917 -2.492813 0.276861 0.03 -0.22 0.07
H -1.205410 0.330851 -0.209119 -0.16 0.03 0.01
H -2.816222 -4.125222 0.067593 -0.27 0.13 0.08
H -0.863508 -5.532688 0.300034 0.17 -0.20 0.15